Run a
DFT (wB97M-V/def2-TZVPD) results for a molecular structure, C6H6N2.

Cartesian coordinates (Å):
C  0.104  0.844  -1.592
C  0.242  -0.532  -0.936
C  -0.117  0.250  0.321
C  -0.369  1.409  -0.355
C  -0.045  -0.104  1.710
C  0.261  -1.324  2.148
N  0.271  1.337  -3.060
N  -0.849  0.955  -3.009
H  1.232  -0.988  -0.976
H  -0.518  -1.244  -1.254
H  -0.701  2.398  -0.076
H  -0.308  0.679  2.412
H  0.514  -2.119  1.462
H  0.284  -1.560  3.204

The HOMO energy is -7.883 eV. The lowest unoccupied orbital energy comes out at 0.362 eV. The calculation puts the frontier orbital gap at 8.245 eV.

Run b
DFT (wB97M-V/def2-TZVPD) results for a molecular structure, C6H6N2.

Cartesian coordinates (Å):
C  0.458  2.338  1.641
C  1.267  -0.051  1.967
C  0.684  1.005  1.379
C  0.716  -1.015  0.932
C  0.096  0.097  0.207
C  -1.611  0.437  -0.805
N  0.280  3.497  1.740
N  1.183  -0.641  -0.334
H  1.748  -0.234  2.913
H  0.460  -2.060  1.162
H  -1.428  0.824  -1.810
H  -2.203  1.124  -0.217
H  -1.923  -0.694  -0.756
H  2.141  -0.277  -0.504

The HOMO energy is -9.138 eV. The lowest unoccupied orbital energy comes out at -0.020 eV. The calculation puts the frontier orbital gap at 9.119 eV.

From most stable to least stable, the computed energies give run a, run b.

Run a
DFT (wB97M-V/def2-TZVPD) results for C6H6N2 in the gas phase.

Cartesian coordinates (Å):
C  0.989  -1.023  1.174
N  0.638  -2.270  0.757
N  -0.174  -2.425  -0.289
C  -0.687  -1.384  -0.957
C  -0.398  -0.191  -0.492
C  0.457  0.040  0.567
C  0.402  1.533  0.469
C  -0.610  1.255  -0.757
H  1.618  -1.052  2.053
H  -1.511  -1.643  -1.680
H  1.332  1.990  0.224
H  -0.052  2.083  1.326
H  -0.292  1.635  -1.747
H  -1.713  1.452  -0.649

The HOMO energy is -9.061 eV. The SMILES is c1nncc2c1CC2. The lowest unoccupied orbital energy comes out at 0.908 eV. The calculation puts the frontier orbital gap at 9.969 eV.

Run b
DFT (wB97M-V/def2-TZVPD) results for C6H6N2 in the gas phase.

Cartesian coordinates (Å):
C  1.858  0.010  -0.300
C  1.005  -1.113  -0.387
C  -0.295  -0.802  0.287
N  -1.535  -1.080  -0.178
N  -2.258  0.190  -0.379
C  -1.382  1.237  -0.189
C  -0.218  0.756  0.429
C  1.047  1.207  -0.083
H  3.038  0.225  -0.215
H  1.320  -2.227  -0.246
H  0.099  -1.135  1.272
H  -2.035  -1.756  0.275
H  -1.752  2.163  -0.194
H  1.107  2.326  -0.091

The HOMO energy is -7.824 eV. The SMILES is C1=C[C@@H]2NN=CC2=C1. The lowest unoccupied orbital energy comes out at -0.128 eV. The calculation puts the frontier orbital gap at 7.696 eV.

Run c
DFT (wB97M-V/def2-TZVPD) results for C6H6N2 in the gas phase.

Cartesian coordinates (Å):
C  0.070  -1.746  0.154
C  -0.740  -0.462  0.023
C  -2.066  -0.459  -0.110
N  -3.266  -0.376  -0.216
C  0.112  0.746  -0.251
C  1.702  0.911  -0.148
C  -0.810  1.867  -0.127
N  -1.892  2.531  0.290
H  -0.245  -2.380  -0.660
H  1.031  -1.226  0.039
H  0.082  -2.460  1.088
H  2.055  1.493  -1.072
H  1.804  1.525  0.789
H  2.163  0.035  0.201

The HOMO energy is -9.407 eV. The SMILES is C/C(C#N)=C(\C)C#N. The lowest unoccupied orbital energy comes out at -1.356 eV. The calculation puts the frontier orbital gap at 8.051 eV.

From most stable to least stable, the computed energies give run a, run c, run b.

Run a
DFT (wB97M-V/def2-TZVPD) results for 2 unconnected molecules or ions with the total composition C7H14N3O.

Cartesian coordinates (Å):
C  -0.691  -3.946  -0.708
C  0.922  2.418  0.742
C  -0.028  2.428  -0.347
C  1.527  1.065  1.056
C  -1.149  1.326  -0.115
C  0.367  0.163  1.456
C  -0.394  0.150  0.235
N  -0.225  -0.797  -0.618
N  0.189  -3.285  -0.157
N  -1.836  -4.163  -1.056
O  -0.719  -0.589  -1.901
H  1.812  2.974  0.283
H  0.477  2.927  1.541
H  -0.548  3.485  -0.329
H  0.493  2.173  -1.342
H  2.171  0.717  0.166
H  2.061  1.132  2.026
H  -1.875  1.854  0.639
H  -1.730  1.193  -0.971
H  0.669  -0.877  1.452
H  -0.205  0.522  2.342
H  0.127  -1.710  -0.385
H  0.884  -3.601  0.471
H  -0.236  -1.179  -2.490
H  -2.062  -4.381  -1.989

The HOMO energy is -14.187 eV. Its total charge is +1. The lowest unoccupied orbital energy comes out at -3.338 eV. The calculation puts the frontier orbital gap at 10.849 eV.

Run b
DFT (wB97M-V/def2-TZVPD) results for a molecular structure, C7H14N3O.

Cartesian coordinates (Å):
C  -0.452  0.566  0.403
C  0.234  -0.224  -0.477
C  -2.073  1.456  -0.308
C  -0.217  -0.472  -1.844
C  -1.759  -0.203  -2.070
C  1.217  0.371  2.124
C  1.537  -1.030  1.536
N  -0.015  0.869  1.674
N  -2.074  1.223  -1.629
N  1.539  -0.758  0.023
O  2.805  -1.417  1.859
H  -2.819  0.777  0.203
H  -2.048  2.420  0.203
H  0.328  0.122  -2.631
H  -0.139  -1.565  -2.215
H  -1.926  -0.288  -3.144
H  -2.178  -1.004  -1.397
H  1.046  0.006  3.232
H  2.076  0.982  2.113
H  0.830  -1.764  1.768
H  -0.595  1.156  2.413
H  -1.633  1.896  -2.282
H  1.897  -1.579  -0.635
H  2.312  -0.158  0.014
H  2.788  -2.336  1.551

The HOMO energy is -11.816 eV. Its total charge is +1. The lowest unoccupied orbital energy comes out at -3.079 eV. The calculation puts the frontier orbital gap at 8.737 eV.

Run c
DFT (wB97M-V/def2-TZVPD) results for a molecular structure, C7H14N3O.

Cartesian coordinates (Å):
C  -0.685  1.099  0.034
C  1.745  0.322  0.110
C  -1.828  0.470  -0.515
C  0.464  -1.200  -1.322
C  -2.978  0.322  0.344
C  0.094  -1.363  1.133
C  0.443  -0.522  -0.031
N  0.275  1.744  -0.965
N  1.594  1.433  -0.466
N  2.785  -0.163  0.774
O  -0.633  1.528  1.218
H  -1.724  0.170  -1.557
H  -0.484  -1.883  -1.241
H  1.439  -1.740  -1.401
H  0.417  -0.718  -2.280
H  -3.517  1.329  0.269
H  -3.771  -0.502  0.011
H  -2.604  0.236  1.300
H  -0.722  -1.964  0.823
H  -0.134  -0.830  1.996
H  1.063  -1.926  1.331
H  0.049  2.756  -1.058
H  2.343  2.122  -0.604
H  2.820  -1.137  0.980
H  3.545  0.416  1.119

The HOMO energy (alpha / beta) is -12.227 / -12.186 eV. Its total charge is +1. The lowest unoccupied orbital energy (alpha / beta) comes out at -5.038 / -5.198 eV. The calculation puts the frontier orbital gap (alpha / beta) at 7.189 / 6.989 eV.

From most stable to least stable, the computed energies give run b, run a, run c.

Run a
DFT (wB97M-V/def2-TZVPD) results for 2 unconnected molecules or ions with the total composition C6H8N2O2.

Cartesian coordinates (Å):
O  -1.045  1.834  2.305
C  0.007  1.500  1.788
C  0.163  0.231  1.043
N  1.303  0.035  0.452
C  1.477  -1.184  -0.255
C  0.450  -2.222  0.144
N  -0.936  -1.745  0.271
C  -1.004  -0.602  0.843
H  1.009  2.180  1.812
H  2.608  -1.587  -0.064
H  1.402  -0.892  -1.281
H  0.305  -2.982  -0.711
H  0.709  -2.669  1.073
H  -2.075  -0.120  0.879
C  -1.079  2.053  -2.077
O  -0.530  1.706  -1.045
H  -1.436  3.145  -2.294
H  -1.329  1.320  -2.882

The HOMO energy is -9.259 eV. The SMILES is O=CC1=NCCN=C1.C=O. The lowest unoccupied orbital energy comes out at -0.431 eV. The calculation puts the frontier orbital gap at 8.828 eV.

Run b
DFT (wB97M-V/def2-TZVPD) results for 2 unconnected molecules or ions with the total composition C6H8N2O2.

Cartesian coordinates (Å):
N  -1.303  3.532  -2.422
C  -0.740  2.606  -2.019
C  0.086  1.452  -1.557
O  0.062  0.397  -2.485
C  -0.298  1.026  -0.202
C  -0.482  0.548  0.896
C  -0.666  -0.035  2.207
C  -0.885  -1.504  2.338
N  0.367  -0.906  2.773
H  1.126  1.816  -1.531
H  -0.820  0.005  -2.521
H  -1.144  0.628  2.932
H  -1.542  -1.860  3.133
H  -0.884  -2.098  1.422
H  1.107  -1.080  2.096
O  2.024  -1.587  -1.303
H  1.383  -1.020  -1.754
H  2.610  -1.919  -2.003

The HOMO energy is -9.683 eV. The SMILES is N#C[C@H](O)C#C[C@H]1CN1.O. The lowest unoccupied orbital energy comes out at 0.323 eV. The calculation puts the frontier orbital gap at 10.005 eV.

Run c
DFT (wB97M-V/def2-TZVPD) results for 2 unconnected molecules or ions with the total composition C6H8N2O2.

Cartesian coordinates (Å):
O  -3.883  -0.522  0.565
C  -2.771  -0.185  0.115
C  -2.214  1.148  -0.080
C  -0.899  1.318  -0.438
N  -0.038  0.305  -0.501
C  -0.485  -1.087  -0.351
O  0.334  -1.982  -0.548
N  -1.814  -1.198  -0.111
H  -2.900  1.959  0.006
H  -0.500  2.276  -0.755
H  0.861  0.462  -0.911
H  -2.164  -2.109  0.110
C  2.962  0.562  0.282
C  2.462  -0.613  0.571
H  2.773  1.330  0.950
H  3.828  0.590  -0.378
H  1.666  -0.684  1.293
H  2.781  -1.569  0.180

The HOMO energy is -9.258 eV. The SMILES is O=c1cc[nH]c(=O)[nH]1.C=C. The lowest unoccupied orbital energy comes out at 0.533 eV. The calculation puts the frontier orbital gap at 9.791 eV.

Run d
DFT (wB97M-V/def2-TZVPD) results for C6H8N2O2 in the gas phase.

Cartesian coordinates (Å):
H  3.833  -0.562  0.028
N  2.989  -0.335  -0.834
C  2.179  0.233  -0.071
O  3.019  0.108  1.327
C  0.760  0.517  -0.040
O  0.442  1.833  0.044
C  -0.904  1.937  -0.085
C  -1.462  0.692  -0.194
N  -2.806  0.345  -0.262
C  -0.376  -0.249  -0.111
C  -0.528  -1.732  -0.088
H  2.330  0.011  1.998
H  -1.318  2.939  -0.123
H  -3.426  1.099  -0.530
H  -2.995  -0.488  -0.807
H  -1.011  -2.086  -1.012
H  0.444  -2.226  0.009
H  -1.168  -2.035  0.753

The HOMO energy is -8.478 eV. The SMILES is [H]/N=C(\O)c1occ(N)c1C. The lowest unoccupied orbital energy comes out at 0.692 eV. The calculation puts the frontier orbital gap at 9.170 eV.

From most stable to least stable, the computed energies give run c, run d, run a, run b.